No. 1
Molecular formula: C21H41ClFN8O4
Method: DFT, ωB97M-V/def2-TZVPD

Structure (XYZ):
```
76
Properties=species:S:1:pos:R:3:forces:R:3:mulliken_charge:R:1
C -1.3638 -0.9418 3.0593 0.1 -0.3 0.3 -0.350
C -2.4854 0.0148 2.4246 -0.5 -0.9 0.4 -0.609
C -2.4259 0.1304 0.8143 -0.6 1.1 2.1 -0.114
Cl -3.9616 0.9956 0.2249 1.4 -0.9 0.3 -0.159
N -2.4093 -1.2561 0.2636 2.0 0.1 -1.3 0.631
F -3.5805 -1.9375 0.3462 0.8 0.3 0.2 -0.175
C -1.3666 -1.8703 -0.2979 0.6 -1.3 -0.9 -0.345
N -1.5533 -3.2379 -0.7964 0.5 2.6 0.8 -0.440
N -0.1163 -1.1332 -0.4363 -0.9 -1.5 1.8 0.111
C 0.8666 -1.4458 0.6268 3.6 0.2 3.4 0.596
C 1.9145 -0.3299 0.9894 0.1 -3.6 1.9 -0.375
C 2.9695 -0.6886 2.0816 -3.1 -2.4 -1.8 -0.116
C 2.8806 -2.1082 2.6944 -0.7 1.3 -1.1 -0.400
N 1.9245 -3.1266 2.4135 0.0 4.5 -2.3 -0.516
C 0.9730 -2.7737 1.4131 0.7 1.8 -0.7 -0.309
H -1.5715 -1.1557 4.1756 0.0 0.6 -1.8 0.169
H -1.3904 -1.9815 2.5513 0.2 1.7 0.7 0.098
H -0.2999 -0.5086 3.0138 -1.7 -0.7 -0.2 0.182
H -2.4678 1.0412 2.9191 0.0 -1.3 -1.0 0.361
H -3.5066 -0.4698 2.6663 1.5 0.9 -0.4 0.255
H -1.5539 0.7820 0.4858 -1.0 -1.6 0.0 0.367
H -0.8896 -3.4586 -1.5511 -0.1 0.3 0.7 0.338
H -1.5411 -3.9303 -0.0362 -0.4 0.4 -0.6 0.295
H 0.3335 -1.2841 -1.3663 -0.9 0.1 0.2 0.430
H 1.9031 0.6838 0.4574 0.0 -1.7 0.9 0.352
H 3.7890 0.0462 2.4009 -1.4 -1.1 -0.4 0.341
H 3.6878 -2.3701 3.4747 -1.6 0.3 -1.4 0.345
H 0.2023 -3.5853 1.1370 1.5 1.3 0.7 0.162
C -2.1741 -2.8140 6.4855 -0.3 -0.4 0.0 0.097
O -2.3316 -1.6320 6.2327 -0.2 -0.2 -0.2 -0.627
N -3.0715 -3.8029 6.2135 0.7 0.5 0.2 0.126
C -2.8121 -5.1896 6.5454 -0.2 0.1 -0.1 -0.922
C -4.3249 -3.4568 5.5721 0.1 0.3 0.1 -0.829
H -1.2574 -3.1833 6.9724 0.0 -0.1 0.0 0.328
H -2.8348 -5.7854 5.6293 0.0 -0.1 0.1 0.338
H -3.5870 -5.5428 7.2301 0.1 -0.2 0.0 0.340
H -1.8367 -5.3022 7.0208 -0.1 0.1 -0.1 0.293
H -4.1159 -2.9849 4.6083 -0.2 0.0 0.0 0.162
H -4.8642 -2.7441 6.2007 -0.1 0.0 -0.2 0.308
H -4.9359 -4.3472 5.4198 0.1 0.1 0.1 0.384
C -0.4420 -0.6628 -3.8565 0.0 0.7 -1.4 0.229
O 0.2011 -1.2632 -3.0009 0.4 -0.4 -0.4 -0.865
N 0.0408 -0.2590 -5.0548 -0.6 -0.5 1.3 0.186
C -0.7820 0.4478 -6.0170 0.2 0.1 -0.2 -1.036
C 1.4249 -0.5419 -5.3873 0.2 -0.2 0.2 -0.985
H -1.5002 -0.3988 -3.7047 0.0 0.0 -0.1 0.250
H -0.8250 -0.1336 -6.9413 -0.1 0.1 0.0 0.397
H -0.3331 1.4235 -6.2176 -0.1 0.0 0.0 0.373
H -1.7946 0.5914 -5.6366 0.1 -0.1 0.0 0.302
H 1.5855 -1.6223 -5.3623 0.1 0.1 0.0 0.316
H 2.0743 -0.0741 -4.6437 0.1 -0.1 -0.1 0.320
H 1.6666 -0.1578 -6.3785 -0.1 0.0 0.1 0.384
C 5.6905 2.6634 3.0201 0.3 0.0 -0.4 0.105
O 4.7731 1.9671 3.4202 0.1 -0.1 -0.3 -0.564
N 6.3674 2.4799 1.8513 -0.3 0.3 0.8 0.137
C 7.4500 3.3537 1.4443 -0.1 -0.2 -0.1 -0.919
C 5.9935 1.3773 0.9883 -0.2 0.0 0.3 -0.884
H 6.0537 3.5272 3.5989 0.0 0.0 -0.1 0.249
H 7.1935 3.8170 0.4883 0.2 0.1 0.0 0.334
H 8.3616 2.7617 1.3305 0.1 0.2 0.0 0.330
H 7.6216 4.1353 2.1857 -0.1 -0.1 0.0 0.294
H 4.9451 1.4885 0.6987 0.1 -0.1 -0.1 0.237
H 6.1076 0.4385 1.5365 0.0 0.0 -0.2 0.308
H 6.6204 1.3593 0.0963 0.0 0.1 0.1 0.376
C -1.3207 4.5006 -4.7276 -0.3 0.0 -0.4 0.103
O -0.2526 3.9570 -4.9596 -0.4 0.0 -0.1 -0.588
N -2.3415 4.6545 -5.6211 0.6 -0.1 0.8 0.122
C -3.5819 5.3147 -5.2654 0.1 -0.1 -0.2 -0.920
C -2.1803 4.1425 -6.9675 0.3 0.0 0.1 -0.797
H -1.5475 4.9258 -3.7367 -0.1 0.0 0.0 0.303
H -4.4101 4.6148 -5.4029 -0.1 0.2 0.1 0.338
H -3.7237 6.1807 -5.9166 -0.2 0.0 0.1 0.336
H -3.5639 5.6476 -4.2266 0.1 -0.1 -0.1 0.295
H -1.9988 3.0659 -6.9204 0.0 0.1 -0.2 0.116
H -1.3156 4.6244 -7.4301 -0.1 -0.1 -0.1 0.305
H -3.0723 4.3384 -7.5635 0.1 0.0 0.2 0.388
```
Positions in Å, forces in eV/Å.

Values from the calculation:
- Multiplicity: 1
- Orbital gap: 7.567 eV
- HOMO energy: -11.17 eV
- Net charge: +1

=====

No. 2
Molecular formula: C21H41N5O7PmS4Si3
Method: DFT, ωB97M-V/def2-TZVPD

Structure (XYZ):
```
82
Properties=species:S:1:pos:R:3:forces:R:3:mulliken_spin:R:1
Pm 0.7399 -0.3691 0.7412 -0.3 -0.3 0.2 4.012
O 1.4509 -2.2513 -4.9740 -0.3 -0.5 -1.1 0.000
C 0.3039 -1.5607 -4.9084 0.6 0.7 -0.5 0.000
C -0.4509 -1.4949 -6.0917 0.3 0.0 0.7 0.000
C -1.6561 -0.8255 -6.0897 -0.4 -1.3 -1.3 0.000
C -2.0971 -0.1971 -4.9708 0.6 0.9 2.1 0.000
C -1.2715 -0.0853 -3.8448 0.9 -1.4 -1.5 0.000
C -0.0464 -0.7872 -3.7803 -1.5 0.0 -1.3 -0.002
C 0.7604 -0.7527 -2.5847 0.7 0.2 2.4 0.004
O 0.2823 -0.1364 -1.5214 0.3 -0.1 -1.0 0.011
N 1.9425 -1.3321 -2.5853 -0.4 -0.1 -0.4 -0.001
N 2.6872 -1.1435 -1.4261 -1.1 1.0 0.1 0.002
C 3.3713 -2.1241 -1.0391 0.6 -0.8 -0.2 -0.001
S 4.5800 -1.9362 0.2065 -0.2 0.0 0.4 0.000
C 4.4444 -3.6787 0.7013 0.1 0.4 0.2 0.000
C 4.4977 -4.4217 -0.6180 -1.0 -1.0 0.9 0.000
S 3.2925 -3.7290 -1.7410 -0.2 0.3 -0.3 0.000
H 1.9491 -2.1680 -4.1521 0.2 0.3 0.9 0.000
H -0.0578 -1.9652 -6.9777 0.0 -0.2 0.0 0.000
H -2.3332 -0.9348 -6.9460 0.4 0.3 0.2 0.000
H -3.0685 0.2196 -4.8775 -0.7 0.5 -0.3 0.000
H -1.5451 0.5166 -3.0344 -0.5 0.5 1.0 -0.001
H 3.5566 -3.8659 1.3218 0.1 0.2 -0.5 0.000
H 5.3145 -3.8711 1.3170 0.3 -0.2 0.0 0.000
H 4.1751 -5.4533 -0.4830 0.1 -0.2 0.1 0.000
H 5.4834 -4.4425 -1.0006 1.0 0.2 -0.6 0.000
C 1.8004 0.2379 4.1142 1.0 0.8 -2.2 0.001
O 0.9209 0.8403 3.1281 0.7 -0.5 -0.3 0.001
Si -0.7670 1.0602 3.2423 0.2 0.3 -1.3 -0.004
C -1.4185 -0.0742 4.5518 0.3 1.5 0.7 -0.001
C -0.7975 2.8127 3.8707 -1.4 0.3 0.3 0.000
C -1.3899 0.8688 1.4817 -0.7 0.2 0.3 -0.008
Si -1.6791 2.5266 0.6184 1.0 -0.3 1.1 -0.001
C -2.4095 2.4706 -1.1091 -0.2 -1.2 0.1 -0.001
C -0.0069 3.4269 0.3995 0.2 0.4 0.5 0.003
C -2.7423 3.7871 1.6052 0.4 0.0 -0.2 -0.001
Si -2.9573 -0.1694 1.1467 2.5 -0.7 0.9 -0.001
C -4.4959 0.8296 1.2490 -2.3 0.3 0.8 -0.001
C -2.6657 -1.0775 -0.4797 -0.6 0.9 -0.4 0.003
C -3.3006 -1.7131 2.2244 -0.3 0.7 0.7 0.000
H 1.4655 0.3572 5.1079 -0.7 0.2 1.1 0.000
H 2.7985 0.7796 4.0179 -1.1 -0.9 0.1 0.000
H 1.8751 -0.8093 3.8313 0.4 -0.1 0.4 -0.001
H -1.1409 0.1824 5.5918 -0.1 0.1 -0.5 0.000
H -1.1548 -1.0757 4.3673 0.0 -1.3 -0.4 0.000
H -2.4664 0.1151 4.4174 -0.9 -0.4 0.3 0.000
H -0.4093 2.7689 4.8741 0.4 0.2 0.6 0.000
H -1.8284 3.2083 3.9537 0.4 -0.3 0.2 0.000
H -0.2670 3.5529 3.2867 0.4 -0.1 -0.1 0.000
H -1.7403 1.9085 -1.7701 -0.1 0.0 0.2 0.001
H -2.4926 3.4515 -1.5738 -0.5 0.1 0.2 0.000
H -3.3638 1.8913 -1.0299 0.5 0.8 -0.5 0.000
H 0.4748 3.6820 1.3866 -0.3 -0.6 -0.9 0.000
H -0.3400 4.4149 0.0443 0.4 -0.1 -0.4 0.000
H 0.7333 2.9532 -0.3039 -0.9 0.7 0.6 -0.001
H -3.4907 3.3031 2.2472 0.0 0.2 -0.4 0.000
H -3.1944 4.4657 0.8499 0.0 -0.2 0.7 0.000
H -2.0930 4.3434 2.3029 -0.3 0.1 -0.6 0.000
H -4.7002 1.8395 0.8729 0.6 -0.3 -0.5 0.000
H -4.8026 0.9557 2.3119 0.5 -0.3 -0.2 0.000
H -5.3132 0.1834 0.8763 0.2 0.2 -0.1 0.000
H -2.3521 -0.3744 -1.2683 -0.1 -0.5 0.2 0.000
H -3.5274 -1.6573 -0.8224 -0.1 0.1 -0.1 0.000
H -1.8847 -1.8017 -0.3065 0.5 -0.2 0.0 -0.001
H -3.6470 -1.6487 3.2806 0.0 0.4 -0.7 0.000
H -2.4723 -2.4307 2.2696 -0.3 0.2 -0.6 0.000
H -4.1417 -2.0157 1.5918 -0.1 -0.9 0.3 0.000
N 2.6258 1.4145 0.0929 -1.1 -1.0 2.2 0.004
N 2.4655 1.6370 -1.2400 1.0 1.1 0.1 -0.003
C 3.5493 1.5709 -2.0114 1.1 1.1 -0.2 0.000
N 3.3236 1.4118 -3.3329 0.6 0.1 -0.3 0.000
S 5.0369 1.8714 -1.3317 0.7 -0.1 -0.4 0.000
H 2.4716 2.2149 0.6928 0.4 0.4 -0.3 0.000
H 3.5070 0.9527 0.2908 0.3 0.2 0.0 0.001
H 1.6816 1.1736 -1.5649 -2.1 -1.0 -1.1 -0.001
H 2.5870 0.7843 -3.6078 -0.2 -0.1 -0.2 0.000
H 4.1678 1.4055 -3.9001 -0.4 -0.2 0.3 0.000
O -0.2540 -2.0024 2.5201 0.5 -0.1 0.3 -0.002
S 0.7206 -2.8755 1.8039 0.4 -1.8 0.5 0.001
O 0.8648 -4.2562 2.2454 -0.3 1.2 -0.1 -0.001
O 0.2853 -2.7545 0.3817 0.3 0.4 -0.7 -0.005
O 2.0467 -2.1280 1.8694 -0.7 0.3 -0.1 -0.007
```
Positions in Å, forces in eV/Å.

Values from the calculation:
- <S²>: 6.005
- Energy above the lowest of the compared OMol25 structures with the same formula, charge and spin: 10.1 kcal/mol
- Multiplicity: 5
- Orbital gap (spin up / spin down): 7.713 / 7.678 eV
- HOMO energy (spin up / spin down): -5.47 / -5.43 eV
- Net charge: -1

=====

E list, top to bottom, in eV: -57780.6343; -127762.9713